This record from the Open Molecules 2025 dataset describes a structure of composition C3H5LaLiO3 in a non-equilibrium geometry. The level of theory is wB97M-V/def2-TZVPD.

```
13
Properties=species:S:1:pos:R:3:forces:R:3:lowdin_charge:R:1
Li -3.053221 0.272344 -1.156183 -0.9 -0.8 -0.6 0.875
H 2.021386 2.286537 -0.383977 -0.1 -0.6 0.8 0.167
O 1.444444 -0.589016 -0.483999 0.3 0.8 0.2 0.037
La -0.695371 2.403478 0.242023 -0.8 0.0 0.4 2.486
H -0.997622 -1.535997 -0.866478 0.0 0.3 0.2 0.162
H 0.724057 -1.927939 0.850619 -0.1 0.2 0.0 0.179
C -0.952718 -0.884677 0.023425 0.5 -2.4 0.3 -0.250
O -1.443752 0.397948 -0.287293 0.0 2.7 0.2 -0.604
H -1.568762 -1.357608 0.808160 0.0 0.2 -0.3 0.161
C 2.015681 0.531620 -0.698449 1.2 -3.5 -2.1 -0.015
C 0.464479 -0.907686 0.551055 0.0 0.0 0.1 -0.086
H 0.615589 -0.249026 1.417419 0.0 -0.1 0.0 0.138
O 1.425804 1.560027 -0.016321 -0.1 3.2 0.7 -0.248
```
Positions in Å, forces in eV/Å.

Summary:
HOMO level in hartree: -0.774
Kohn-Sham gap in Eh: 0.251
Total charge: +3
F_max in eV/A: 4.23

---

This record from the Open Molecules 2025 dataset describes a structure of composition C3H5LaO2 in a non-equilibrium geometry. The level of theory is wB97M-V/def2-TZVPD.

```
11
Properties=species:S:1:pos:R:3:forces:R:3:lowdin_charge:R:1
H -2.934259 1.465926 0.373030 0.4 0.1 0.0 0.086
O -1.211456 0.980516 -0.632517 0.9 0.7 -0.2 -0.075
H -2.195053 -0.190606 0.810412 0.3 0.3 0.1 0.081
C 1.278735 -1.421315 -0.086463 0.1 0.1 -0.1 -0.290
C -2.063411 0.819199 0.428773 -1.1 -0.9 -0.2 0.077
H 1.290712 -1.843371 0.929753 0.0 0.1 -0.3 0.044
C -0.066712 0.331252 -0.749144 0.3 0.1 0.1 -0.329
H 1.950690 2.306218 0.538386 0.5 -0.7 -0.4 -0.214
La 2.765130 0.658397 -0.614716 -2.1 0.2 0.4 1.729
H 1.283695 -2.271407 -0.784919 0.1 0.2 0.2 0.042
O -0.098070 -0.834812 -0.212596 0.5 -0.1 0.5 -0.153
```
Positions in Å, forces in eV/Å.

Summary:
HOMO level (spin up / spin down) in hartree: -0.429 / -0.485
Kohn-Sham gap (spin up / spin down) in Eh: 0.241 / 0.296
Total charge: +1
F_max in eV/A: 2.14
2S+1: 2
Energy above the lowest of the compared OMol25 structures with the same formula, charge and spin in eV: 0.0578

---

This record from the Open Molecules 2025 dataset describes a structure of composition C3H5LiNaO3 in a non-equilibrium geometry. The level of theory is wB97M-V/def2-TZVPD.

```
13
Properties=species:S:1:pos:R:3:forces:R:3:lowdin_charge:R:1
H 0.024656 1.873933 0.583790 -0.2 -0.2 -0.1 0.124
C -0.159804 1.249668 -0.296567 -0.1 0.3 0.3 -0.108
H -2.217222 0.976453 0.454691 0.2 -0.1 -0.1 0.137
O 0.559284 -2.083062 0.174827 0.0 0.7 -0.1 0.011
O -1.249013 -0.791050 -0.002741 -0.8 0.3 0.1 0.066
H 0.292491 -0.462216 3.115279 0.1 0.1 -0.5 -0.204
H -2.017530 0.615891 -1.294506 0.1 0.0 0.2 0.133
Li 2.764562 0.334358 -0.621071 -0.2 -0.5 0.2 0.359
H 0.067393 1.808037 -1.207999 0.0 -0.2 0.1 0.123
Na 2.701144 -3.229492 -0.445954 -0.3 0.5 0.2 0.263
C 0.043543 -0.993325 0.062438 0.5 -2.2 -0.1 -0.688
C -1.539808 0.586056 -0.309812 -0.1 0.0 0.1 -0.081
O 0.730306 0.114749 -0.212376 0.8 1.1 -0.3 -0.136
```
Positions in Å, forces in eV/Å.

Summary:
HOMO level (spin up / spin down) in hartree: -0.170 / -0.161
Kohn-Sham gap (spin up / spin down) in Eh: 0.143 / 0.114
F_max in eV/A: 2.22
2S+1: 2
Energy above the lowest of the compared OMol25 structures with the same formula, charge and spin in eV: 4.3905

---

This record from the Open Molecules 2025 dataset describes an isolated molecule of C3H5N in a non-equilibrium geometry. The level of theory is wB97M-V/def2-TZVPD.

```
9
Properties=species:S:1:pos:R:3:forces:R:3:lowdin_charge:R:1
N 1.455678 1.079940 0.427506 0.1 0.6 -1.9 0.080
H -1.094319 -1.538445 -1.205827 -0.3 -0.3 -0.1 0.054
C -0.381634 -0.897164 -0.710245 -1.6 -2.5 0.9 0.015
H -0.410651 1.635128 0.936239 0.5 1.2 -0.8 0.099
H 0.618831 -1.079165 -1.074353 0.3 1.0 -0.2 0.064
H 1.976908 0.332262 -0.031488 0.0 -0.4 0.5 0.039
H -1.685772 -0.176539 0.835594 0.1 -0.1 0.1 0.096
C 0.202634 0.907757 0.380280 -0.3 0.7 5.7 -0.327
C -0.681676 -0.263775 0.442294 1.2 -0.1 -4.3 -0.119
```
Positions in Å, forces in eV/Å.

Summary:
HOMO level in hartree: -0.341
Kohn-Sham gap in Eh: 0.360
F_max in eV/A: 5.76
Structure (SMILES): [H]/N=C\C=C
Energy above the lowest of the compared OMol25 structures with the same formula, charge and spin in eV: 2.6796

---

This record from the Open Molecules 2025 dataset describes an isolated molecule of C3H5N in a non-equilibrium geometry. The level of theory is wB97M-V/def2-TZVPD.

```
9
Properties=species:S:1:pos:R:3:forces:R:3:lowdin_charge:R:1
N -2.027830 -0.055863 -0.090056 8.3 -0.2 1.4 0.093
C 0.577367 -0.863669 -0.029335 0.0 -1.1 0.1 -0.104
H -2.185158 0.934087 -0.142245 -0.6 0.9 0.0 -0.018
C 0.685692 0.660915 0.023010 -0.2 1.0 -2.5 -0.086
H 0.977480 0.929775 0.966462 1.3 1.0 2.2 0.072
H 0.649858 -1.553463 -0.846677 -0.1 0.5 -1.1 0.104
C -0.571851 -0.023226 0.125926 -8.7 -1.0 -2.1 -0.289
H 0.961202 -1.435354 0.782670 0.4 0.2 1.1 0.095
H 0.933238 1.406796 -0.789756 -0.3 -1.3 0.8 0.134
```
Positions in Å, forces in eV/Å.

Summary:
HOMO level in hartree: -0.369
Kohn-Sham gap in Eh: 0.393
F_max in eV/A: 8.95
Structure (SMILES): N=C1CC1
Energy above the lowest of the compared OMol25 structures with the same formula, charge and spin in eV: 3.2094

---

This record from the Open Molecules 2025 dataset describes a cluster of 2 separate species, C3H5N in total in a non-equilibrium geometry. The level of theory is wB97M-V/def2-TZVPD.

```
9
Properties=species:S:1:pos:R:3:forces:R:3:lowdin_charge:R:1
C -1.245003 0.748207 -0.352797 -0.6 1.0 -0.7 0.039
H -0.443723 -0.014169 1.240184 0.7 0.5 0.4 0.088
H -0.534329 -1.332468 0.119940 0.8 0.6 -0.8 0.057
C -1.042411 -0.422340 0.430994 -2.3 -2.2 1.7 -0.295
H 2.521116 0.977823 -1.577878 -0.1 -0.1 -0.1 0.052
N 2.423951 -0.551127 -0.000202 -0.1 -1.0 0.9 0.057
H -2.228580 1.248728 -0.040365 1.1 -0.5 0.0 0.013
H -1.911802 -0.866173 1.019581 0.4 0.7 -0.6 0.080
C 2.460780 0.211515 -0.839459 0.1 1.0 -0.8 -0.089
```
Positions in Å, forces in eV/Å.

Summary:
HOMO level (spin up / spin down) in hartree: -0.314 / -0.314
Kohn-Sham gap (spin up / spin down) in Eh: 0.309 / 0.309
F_max in eV/A: 3.64
Energy above the lowest of the compared OMol25 structures with the same formula, charge and spin in eV: 4.9075

---

> Number 3 is which compound?

C3H5LiNaO3